The following is a quantum chemistry calculation of a molecular structure, C3H11N3P in a non-equilibrium geometry, from the Open Molecules 2025 dataset.

```
18
Properties=species:S:1:pos:R:3:forces:R:3
C 0.400570 -2.131562 0.414458 -1.169 -3.847 0.561
C 1.226509 2.120288 0.777161 -0.998 1.757 -1.199
C -1.041412 2.527157 -0.830441 1.134 0.785 0.508
N 0.955692 -1.086019 0.049102 1.167 3.105 -1.485
N 0.951237 -2.871120 1.379699 -2.194 -2.446 -0.725
N 0.096644 -0.318080 -0.752177 -2.290 1.823 1.288
P -0.440412 1.493490 0.577646 -0.282 -1.226 -1.709
H -0.493987 -2.614405 -0.069831 0.556 0.752 0.400
H 1.792691 1.546398 1.432744 0.978 -1.009 1.225
H 1.074297 3.159731 1.220056 0.289 -1.064 -0.629
H 1.689097 2.164803 -0.215886 0.165 0.362 0.366
H -1.531329 1.993422 -1.609183 -0.001 -0.723 -0.813
H -0.435173 3.375303 -1.190159 0.685 -0.997 -0.232
H -1.826058 3.126721 -0.481209 -1.712 0.581 1.214
H 0.592717 -3.844517 1.530298 0.871 1.735 0.104
H 1.631141 -2.441130 1.925505 1.413 0.241 1.137
H -0.799754 -0.811372 -0.889411 0.208 0.397 -0.004
H 0.349103 0.041657 -1.664536 1.180 -0.225 -0.007
```
Positions in Å, forces in eV/Å.

Calculated values
ΔE to the lowest compared entry with this formula, charge and spin in kJ/mol: 72.0
Total charge: +1
Calculated total energy in eV: -17040.04344
LUMO in eV: -4.4
Kohn-Sham gap in eV: 8.73
Highest occupied orbital energy in eV: -13.15

Taken from the Mulliken analysis, the atomic charges in e are:
1. C 0.1215
2. C -0.9244
3. C -1.0771
4. N -0.4842
5. N -0.3423
6. N -0.2977
7. P 0.4096
8. H 0.2553
9. H 0.3504
10. H 0.3736
11. H 0.3382
12. H 0.3569
13. H 0.3756
14. H 0.4131
15. H 0.2524
16. H 0.2310
17. H 0.3388
18. H 0.3094



The following is a quantum chemistry calculation of 2 unconnected molecules or ions with the total composition C3H11N3S, from the Open Molecules 2025 dataset.

```
18
Properties=species:S:1:pos:R:3:forces:R:3
C 2.494620 0.289703 -1.450073 -0.011 0.128 -0.133
C 1.669513 -0.548457 -0.484223 0.166 -0.227 0.262
S 0.618957 -1.753537 -1.267474 0.087 0.205 0.046
H 1.849046 0.785910 -2.169290 -0.021 0.065 -0.058
H 3.256773 -0.277662 -1.977178 0.024 -0.109 0.004
H 2.980716 1.062397 -0.857224 0.066 -0.010 0.012
H 2.302404 -1.169141 0.176670 0.017 0.107 -0.064
H 1.021528 0.060717 0.141695 -0.189 -0.018 -0.002
H 1.548805 -2.316539 -2.067362 0.033 -0.038 -0.073
N -1.162631 -0.273468 1.610210 -0.001 0.370 -0.230
C -1.423838 1.065623 1.257046 -0.145 -0.095 0.396
N -1.169051 1.332585 -0.088372 0.422 -0.195 -0.362
N -1.767799 1.987616 2.047291 0.350 -0.013 0.023
H -1.854171 -0.670283 2.226469 0.064 -0.102 0.131
H -0.977162 -0.854999 0.812051 -0.287 -0.246 0.021
H -1.728651 0.797325 -0.735148 -0.201 0.021 -0.039
H -1.221066 2.320837 -0.282966 -0.150 0.108 0.015
H -1.698014 1.681451 3.014100 -0.222 0.046 0.050
```
Positions in Å, forces in eV/Å.

Calculated values
ΔE to the lowest compared entry with this formula, charge and spin in kJ/mol: 63.2
Total charge: +1
Calculated total energy in eV: -18586.03949
LUMO (spin up / spin down) in eV: -4.1 / -9.2
Kohn-Sham gap (spin up / spin down) in eV: 8.54 / 3.42
Highest occupied orbital energy (spin up / spin down) in eV: -12.65 / -12.63
Spin multiplicity: 2

Taken from the Mulliken analysis, the atomic charges in e are:
1. C -1.1701
2. C -0.1873
3. S 0.2296
4. H 0.3742
5. H 0.4009
6. H 0.3230
7. H 0.4332
8. H 0.2462
9. H 0.2923
10. N -0.4055
11. C 0.5470
12. N -0.4680
13. N -0.6761
14. H 0.2674
15. H 0.0763
16. H 0.2232
17. H 0.2450
18. H 0.2486



The following is a quantum chemistry calculation of 2 unconnected molecules or ions with the total composition C3H11N4 in a non-equilibrium geometry, from the Open Molecules 2025 dataset.

```
18
Properties=species:S:1:pos:R:3:forces:R:3
C -1.087409 0.600932 0.020747 0.554 -1.053 -2.262
C -2.450438 -0.009689 0.011289 0.937 -2.300 -1.767
C 0.365851 -1.382214 -0.136910 -0.283 -1.793 -1.643
N -1.045776 1.935544 -0.104367 -0.381 2.219 -0.223
N 3.123538 0.172095 -0.075559 0.312 0.309 -0.912
N 0.011104 -0.023566 -0.177600 1.922 0.618 0.920
N 2.380240 1.166305 0.010614 -0.562 -0.414 -0.619
H -3.094856 0.635737 0.482949 -1.933 1.788 0.439
H -2.460185 -0.850519 0.702675 0.073 -0.562 -0.454
H -2.768845 -0.330362 -1.100458 0.675 0.793 2.693
H 1.499429 -1.627205 -0.042708 -1.784 0.634 0.200
H -0.260608 -2.030635 0.444660 0.165 -0.045 1.906
H 0.031624 -1.951529 -1.042711 0.843 0.969 -0.461
H -1.852100 2.420388 -0.468219 -0.477 -0.328 0.490
H 3.488145 -0.151181 -1.032857 -0.690 0.572 1.843
H 3.416543 -0.210105 0.815003 0.555 -1.054 -0.329
H 2.205275 1.313559 1.013561 -0.371 0.257 -0.161
H -0.247061 2.390379 -0.525066 0.447 -0.613 0.339
```
Positions in Å, forces in eV/Å.

Calculated values
ΔE to the lowest compared entry with this formula, charge and spin in kJ/mol: 424.5
Total charge: +1
Calculated total energy in eV: -9239.84343
LUMO in eV: -5.7
Kohn-Sham gap in eV: 6.95
Highest occupied orbital energy in eV: -12.62

Taken from the Mulliken analysis, the atomic charges in e are:
1. C 0.7407
2. C -1.2713
3. C -0.8083
4. N -0.4617
5. N -0.0896
6. N -0.3571
7. N -0.0744
8. H 0.4429
9. H 0.3684
10. H 0.2700
11. H 0.1722
12. H 0.3408
13. H 0.3292
14. H 0.2428
15. H 0.3266
16. H 0.2988
17. H 0.2907
18. H 0.2392



The following is a quantum chemistry calculation of a molecular structure, C3H11N5O in a non-equilibrium geometry, from the Open Molecules 2025 dataset.

```
20
Properties=species:S:1:pos:R:3:forces:R:3
C -0.117862 -0.140344 -2.169260 0.116 -0.092 0.214
C -0.637293 0.397098 0.123298 -1.182 -0.465 -1.394
N -1.657326 0.110166 1.108180 -0.118 -0.250 0.286
N -0.448095 1.787058 -0.096691 0.486 0.289 0.024
N -0.666061 -0.542881 -0.890657 -0.003 1.349 1.078
H -0.910940 2.160597 -0.916290 -0.012 -0.119 0.028
H 0.539208 2.025095 -0.111431 -0.003 -0.027 -0.068
H -1.959655 0.969717 1.549393 0.083 -0.040 -0.075
H -2.456041 -0.349674 0.686196 0.093 0.030 0.035
H 0.840772 0.380088 -2.081078 -0.063 0.030 -0.007
H -0.019491 -1.018051 -2.807341 0.043 0.035 0.057
H -0.839553 0.537512 -2.639043 0.012 0.014 0.065
C 1.058704 -0.224366 0.772048 1.405 -1.051 -0.177
N 0.921637 -0.522332 2.142498 -0.297 0.342 -0.291
N 0.885852 -1.513999 -0.051422 0.132 0.184 -0.386
O 2.001326 0.486493 0.363956 -1.032 -0.184 0.086
H -0.048698 -0.674769 2.406408 0.041 0.001 0.012
H 1.365288 0.186786 2.712225 -0.049 0.038 -0.016
H 0.388864 -2.272059 0.407002 0.385 0.064 0.048
H 1.759363 -1.782135 -0.507989 -0.036 -0.147 0.481
```
Positions in Å, forces in eV/Å.

Calculated values
ΔE to the lowest compared entry with this formula, charge and spin in kJ/mol: 377.8
Total charge: 0
Calculated total energy in eV: -12784.28214
LUMO in eV: -0.4
Kohn-Sham gap in eV: 7.28
Highest occupied orbital energy in eV: -7.73

Taken from the Mulliken analysis, the atomic charges in e are:
1. C -0.8464
2. C 0.9387
3. N -0.6736
4. N -0.6785
5. N -0.3403
6. H 0.2402
7. H 0.2723
8. H 0.2505
9. H 0.2328
10. H 0.3069
11. H 0.2828
12. H 0.3326
13. C 0.3007
14. N -0.5786
15. N -0.4414
16. O -0.7165
17. H 0.3245
18. H 0.2702
19. H 0.2643
20. H 0.2587



> Among the records above, which one has the lowest ΔE to the lowest compared entry with this formula, charge and spin?

C3H11N3S